(1)
{"formula": "CH4IN3O2", "method": "ωB97M-V/def2-TZVPD", "molar_mass_g_mol": 216.97, "orbital_gap_ev": 8.439, "multiplicity": 1, "e_above_lowest_kcal_mol": 0.0, "homo_ev": -8.41, "largest_force_ev_per_a": 4.114, "energy_ev": -17764.733, "symbols": ["C", "N", "N", "N", "O", "O", "I", "H", "H", "H", "H"], "xyz": [[-1.674, -0.012, 1.201], [0.879, -1.277, 0.753], [0.026, 1.367, -1.867], [0.366, -0.577, -0.100], [-1.999, 0.813, 0.485], [-1.347, -0.746, 1.998], [1.149, 1.816, -0.281], [1.779, -1.737, 0.524], [0.478, -1.548, 1.716], [0.471, 1.531, -2.696], [-0.127, 0.370, -1.734]]}

=====

(2)
{"formula": "CH4INOS", "method": "ωB97M-V/def2-TZVPD", "molar_mass_g_mol": 205.02, "orbital_gap_ev": 9.284, "multiplicity": 1, "e_above_lowest_kcal_mol": 17.0, "homo_ev": -9.72, "largest_force_ev_per_a": 2.593, "energy_ev": -23573.377, "symbols": ["C", "S", "N", "O", "I", "H", "H", "H", "H"], "xyz": [[0.615, 0.949, 0.478], [-0.265, -0.569, -0.040], [0.229, -0.928, -1.396], [-0.258, -1.625, 0.941], [-2.426, 0.440, 0.032], [1.705, 0.671, 0.422], [0.137, 1.808, -0.158], [0.426, 0.968, 1.544], [-0.162, -1.715, -1.824]]}

=====

(3)
{"formula": "CH4IOPS", "method": "ωB97M-V/def2-TZVPD", "molar_mass_g_mol": 221.99, "orbital_gap_ev": 7.185, "multiplicity": 1, "e_above_lowest_kcal_mol": 41.1, "homo_ev": -9.10, "largest_force_ev_per_a": 2.788, "energy_ev": -31373.968, "symbols": ["C", "P", "O", "S", "I", "H", "H", "H", "H"], "xyz": [[-1.088, -0.751, 0.159], [-0.202, 0.835, 0.507], [-0.288, 1.491, -1.003], [1.786, -0.194, 0.447], [4.124, 0.911, 1.048], [-2.104, -0.466, 0.015], [-0.936, -1.357, -0.673], [-0.976, -1.216, 1.146], [-0.316, 0.747, -1.646]]}

=====

(4)
{"formula": "CH4IOPS", "method": "ωB97M-V/def2-TZVPD", "molar_mass_g_mol": 221.99, "orbital_gap_ev": [7.799, 6.726], "multiplicity": 1, "e_above_lowest_kcal_mol": 91.1, "homo_ev": [-9.03, -8.18], "largest_force_ev_per_a": 3.143, "energy_ev": -31371.801, "symbols": ["C", "O", "P", "S", "I", "H", "H", "H", "H"], "xyz": [[0.516, -1.143, 0.411], [0.641, 2.019, -0.832], [-0.992, -0.713, 1.384], [-0.287, 2.250, 0.479], [-2.526, -0.784, -0.492], [0.321, -1.696, -0.464], [1.315, -1.659, 1.096], [0.884, -0.196, 0.139], [0.127, 1.922, -1.723]]}

=====

(5)
{"formula": "CH4InNO4", "method": "ωB97M-V/def2-TZVPD", "molar_mass_g_mol": 208.86, "orbital_gap_ev": 2.181, "multiplicity": 1, "e_above_lowest_kcal_mol": 2.4, "homo_ev": -18.20, "largest_force_ev_per_a": 0.653, "charge": 2, "energy_ev": -15926.109, "symbols": ["In", "N", "O", "O", "O", "C", "O", "H", "H", "H", "H"], "xyz": [[0.713, -0.429, -1.616], [0.153, 3.933, -1.812], [1.103, 4.636, -2.040], [0.337, 2.740, -1.562], [-0.971, 4.363, -1.837], [-0.324, -2.900, 1.398], [0.207, -1.624, 1.016], [-0.358, -3.582, 0.560], [0.303, -3.320, 2.209], [-1.309, -2.744, 1.870], [0.147, -1.073, 1.813]]}

=====

(6)
{"formula": "CH4LaO2", "method": "ωB97M-V/def2-TZVPD", "molar_mass_g_mol": 186.95, "orbital_gap_ev": [8.582, 8.100], "multiplicity": 2, "homo_ev": [-19.16, -19.16], "largest_force_ev_per_a": 1.469, "charge": 2, "energy_ev": -6031.998, "symbols": ["H", "O", "La", "O", "C", "H", "H", "H"], "xyz": [[-2.913, -0.434, -1.956], [-0.482, -1.049, -0.089], [-2.813, 0.052, 0.009], [0.789, -0.893, -0.068], [1.260, 0.371, 0.441], [2.337, 0.361, 0.259], [0.772, 1.184, -0.113], [1.050, 0.407, 1.517]]}

=====

(7)
{"formula": "CH4LiO2", "method": "ωB97M-V/def2-TZVPD", "molar_mass_g_mol": 54.98, "orbital_gap_ev": [5.895, 8.553], "multiplicity": 2, "e_above_lowest_kcal_mol": 86.5, "homo_ev": [-6.36, -9.18], "largest_force_ev_per_a": 1.409, "energy_ev": -5396.175, "symbols": ["H", "O", "Li", "O", "C", "H", "H", "H"], "xyz": [[-1.234, 1.888, -1.183], [-1.235, 0.565, -0.474], [-0.414, 1.755, 0.630], [0.001, -0.247, -0.851], [0.584, -0.866, 0.253], [1.033, -1.804, -0.107], [1.395, -0.233, 0.659], [-0.130, -1.059, 1.072]]}

=====

(8)
{"formula": "CH4N2", "method": "ωB97M-V/def2-TZVPD", "molar_mass_g_mol": 44.06, "orbital_gap_ev": 10.276, "multiplicity": 1, "e_above_lowest_kcal_mol": 54.2, "homo_ev": -9.03, "largest_force_ev_per_a": 1.669, "energy_ev": -4080.532, "symbols": ["C", "N", "N", "H", "H", "H", "H"], "xyz": [[-0.869, 0.732, -0.275], [0.073, 0.265, 0.426], [0.805, -0.791, -0.011], [-1.438, 1.620, 0.015], [-1.152, 0.317, -1.242], [1.280, -1.330, 0.745], [0.379, -1.316, -0.776]]}